Here is a cluster of 2 separate species, C16H18N2O2 in total at a distorted geometry from the Open Molecules 2025 dataset. Energies are from ωB97M-V/def2-TZVPD.

Geometry as XYZ:
```
38
Properties=species:S:1:pos:R:3:forces:R:3
C 4.661349 1.022463 1.555389 0.313 -0.178 0.250
C 3.472901 1.738303 1.019462 -0.060 -0.039 0.065
C 3.275298 1.806404 -0.355450 0.044 0.015 0.712
C 2.157759 2.399937 -0.871812 0.115 0.069 -0.221
C 1.169924 2.956390 -0.037193 1.091 -0.621 0.054
C -0.016755 3.474870 -0.561035 -1.686 -0.041 -1.754
N -0.425608 3.370194 -1.912460 0.571 0.317 2.367
O -1.496706 3.922168 -2.242682 -0.302 -0.139 -0.151
O 0.268141 2.736381 -2.733173 -0.448 -0.029 -0.539
C 1.423973 2.950876 1.354414 -0.381 0.141 -0.676
C 2.544150 2.346344 1.861252 0.455 -0.300 -0.249
H 4.595002 0.886037 2.635660 0.052 0.033 0.011
H 4.749850 0.033163 1.102668 0.103 -0.025 0.005
H 5.575773 1.574545 1.335621 0.154 -0.055 0.047
H 4.012778 1.382240 -1.015300 0.195 -0.138 -0.202
H 2.015620 2.443744 -1.934925 0.063 -0.030 0.033
H -0.716421 3.959508 0.089641 -0.328 0.307 -0.159
H 0.719204 3.413344 2.021397 -0.277 0.153 0.192
H 2.716971 2.327603 2.924593 0.003 0.011 0.278
C -3.347058 -0.467926 0.781969 -0.324 0.098 0.491
N -2.541682 -0.954436 -0.340877 0.832 2.410 -2.558
C -2.108889 -2.334005 -0.320624 0.584 -1.303 -0.279
C -0.887702 -2.683083 0.272780 -0.626 0.913 -0.146
C -0.473495 -3.997744 0.296939 -0.108 -0.227 -0.041
C -1.263046 -4.985537 -0.267764 0.001 0.062 0.000
C -2.476227 -4.659786 -0.850624 0.142 -0.110 0.100
C -2.901245 -3.347926 -0.879299 0.003 1.095 0.201
C -2.206993 -0.090354 -1.324936 -0.601 -2.589 2.689
H -3.499478 -1.266720 1.505046 0.110 -0.036 -0.177
H -2.843660 0.358033 1.282126 0.091 0.030 -0.103
H -4.320653 -0.130561 0.430594 0.033 0.005 -0.081
H -0.286203 -1.906202 0.714948 0.196 0.139 0.061
H 0.462249 -4.258518 0.763588 0.137 0.039 0.031
H -0.931959 -6.009514 -0.253885 0.047 -0.187 0.016
H -3.092297 -5.435402 -1.275900 -0.097 -0.036 -0.093
H -3.846155 -3.084895 -1.325059 -0.188 0.011 -0.132
H -1.620624 -0.419966 -2.153108 0.376 -0.373 -0.300
H -2.518088 0.930029 -1.291980 -0.286 0.607 0.258
```
Positions in Å, forces in eV/Å.

Values from the calculation:
Kohn-Sham gap = 3.27 eV
HOMO = -0.201 Eh
calculated total energy = -23952.8668 eV
energy relative to the best compared isomer or geometry (same formula, charge and spin) = 177.7 kcal per mole
charge = 0
E_LUMO = -2.191 eV

Here is an isolated molecule of C16H18N2O7 at a distorted geometry from the Open Molecules 2025 dataset. Energies are from ωB97M-V/def2-TZVPD.

Geometry as XYZ:
```
43
Properties=species:S:1:pos:R:3:forces:R:3
O -0.265625 1.526966 -3.114512 0.225 -0.232 -0.011
C -0.122330 0.450509 -2.586900 -0.075 0.317 -0.091
O -1.150136 -0.265523 -2.080333 -0.007 -0.158 0.151
C -2.459068 0.296175 -2.164325 -0.308 0.107 -0.142
H -3.085338 -0.412732 -2.713227 0.092 0.158 0.164
H -2.426056 1.253912 -2.693317 -0.006 -0.177 0.109
C -3.034680 0.411306 -0.748748 0.145 0.006 -0.473
O -3.870083 -0.380103 -0.358191 -0.197 -0.365 -0.010
N -2.580250 1.411492 0.037552 -0.060 0.230 0.321
C -1.560759 2.394109 -0.255877 0.149 0.162 -0.116
H -1.113299 2.224809 -1.229552 -0.084 0.004 0.027
C -0.481793 2.346357 0.849339 0.209 0.205 -0.094
N -0.465047 1.050532 1.492168 0.012 0.091 -0.092
C 0.611860 0.246219 1.317780 -0.089 0.386 0.093
O 1.547889 0.571433 0.598133 0.141 -0.191 0.017
C 0.671509 -1.031437 2.043395 0.868 -0.801 -0.453
C 1.501061 -2.092341 1.773217 -0.494 0.716 0.010
C 1.258815 -3.051601 2.777688 -0.382 0.116 0.407
C 0.314306 -2.506089 3.594243 0.446 -0.657 -0.087
O -0.048976 -1.292108 3.162514 -0.208 0.364 0.120
H -0.162889 -2.870482 4.482864 -0.117 0.046 0.115
H 1.724273 -4.009841 2.880483 0.051 -0.216 0.084
H 2.180280 -2.167739 0.949981 0.151 0.085 -0.211
C -1.696273 0.687405 2.165389 -0.377 -0.154 0.228
H -1.662633 0.984179 3.220800 -0.079 -0.083 -0.057
H -1.830136 -0.393180 2.111186 -0.033 0.177 0.021
C -2.880421 1.363606 1.453228 -0.098 -0.211 0.072
H -3.790428 0.781369 1.599843 0.119 0.138 0.066
H -3.039591 2.383041 1.812157 -0.007 -0.025 -0.008
H -0.677693 3.107041 1.612536 0.022 -0.019 -0.068
H 0.507495 2.516332 0.422433 -0.171 0.078 0.091
H -2.024124 3.389056 -0.268052 0.109 -0.047 -0.029
C 1.160608 -0.221273 -2.368710 0.437 -0.403 0.152
C 1.270172 -1.407063 -1.740307 -0.197 0.268 -0.343
O 2.435758 -2.044187 -1.510738 -0.264 -0.077 0.148
C 3.556049 -1.419854 -2.112304 0.389 0.534 -0.288
H 4.436851 -1.763772 -1.567696 -0.056 0.049 -0.069
C 3.405145 0.102259 -2.044564 0.279 -0.411 0.323
H 4.256241 0.606244 -2.501833 -0.016 -0.078 0.052
O 2.261244 0.494538 -2.771741 -0.501 0.057 -0.154
H 3.291165 0.403734 -0.996095 0.064 0.010 -0.143
H 3.623726 -1.731673 -3.161852 -0.002 -0.017 0.128
H 0.413178 -1.941625 -1.368053 -0.075 0.019 0.040
```
Positions in Å, forces in eV/Å.

Values from the calculation:
Kohn-Sham gap = 9.15 eV
structure (SMILES) = O=C(OCC(=O)N1CCN(C(=O)c2ccco2)CC1)C1=COCCO1
HOMO = -0.311 Eh
calculated total energy = -34195.7019 eV
energy relative to the best compared isomer or geometry (same formula, charge and spin) = 52.5 kcal per mole
charge = 0
E_LUMO = 0.673 eV

Here is a structure of composition C16H18N2O8PtSe2 from the Open Molecules 2025 dataset. Energies are from ωB97M-V/def2-TZVPD.

Geometry as XYZ:
```
47
Properties=species:S:1:pos:R:3:forces:R:3
Pt 0.192723 0.540373 0.440769 0.468 0.269 -0.035
O 3.037336 -0.739274 4.319178 -0.047 -0.027 -0.014
C 2.172406 -0.129528 3.487940 0.091 0.013 -0.048
O 0.985285 -0.285848 3.538337 -0.026 -0.005 0.017
C 2.867981 0.783105 2.525031 0.055 0.011 -0.102
C 4.218965 1.055949 2.608570 0.006 0.038 -0.003
C 4.768318 1.966195 1.711031 0.034 -0.007 0.029
C 3.948628 2.598991 0.800506 -0.046 0.039 -0.006
C 2.602411 2.257085 0.778544 -0.086 0.005 0.120
N 2.089863 1.348666 1.600418 -0.135 -0.061 0.125
C 1.620103 2.968298 -0.137163 0.050 -0.001 -0.048
O 1.945691 4.006644 -0.663927 0.068 -0.024 -0.022
O 0.450112 2.411714 -0.252914 -0.184 0.089 0.041
H 2.505459 -1.275754 4.925646 0.013 -0.005 0.012
H 4.823959 0.571039 3.359216 -0.012 -0.004 0.006
H 5.826555 2.187949 1.745470 -0.001 0.006 0.000
H 4.303617 3.350676 0.110329 -0.007 -0.004 -0.005
O -3.489484 0.324717 -4.414097 -0.017 -0.019 0.014
C -3.701396 1.064357 -3.210923 0.034 0.067 -0.008
C -2.729203 0.569883 -2.130498 -0.135 0.025 0.061
C -3.009209 -0.912744 -1.842771 -0.124 -0.024 -0.116
O -2.542703 -1.781022 -2.856544 -0.027 0.029 -0.041
C -1.302277 0.867032 -2.589357 0.217 0.244 0.074
Se 0.108695 -0.204095 -1.820088 -0.328 -0.317 0.077
C -3.031076 1.428995 -0.895065 0.187 0.140 -0.077
Se -2.128795 0.979198 0.769140 -0.248 -0.251 -0.011
H -4.134229 0.600827 -5.071148 0.004 0.011 -0.004
H -4.727183 0.919429 -2.854518 0.006 0.013 0.003
H -3.545981 2.133585 -3.394603 0.025 0.002 0.007
H -4.095453 -1.025172 -1.712383 0.016 -0.002 0.084
H -2.542994 -1.215850 -0.905990 0.071 -0.021 -0.071
H -2.928011 -1.474851 -3.687725 0.033 -0.021 0.019
H -1.032329 1.895734 -2.347305 -0.115 0.057 -0.145
H -1.195946 0.743350 -3.668379 0.045 -0.188 0.026
H -4.085054 1.322390 -0.619205 0.019 -0.019 0.105
H -2.842752 2.478496 -1.118120 -0.017 -0.012 -0.061
O -2.001929 -2.117112 1.662183 0.013 0.031 -0.016
C -0.847189 -2.328608 1.399592 -0.057 0.111 0.004
C -0.182322 -3.699835 1.438453 0.004 -0.004 -0.024
C 1.297827 -3.431184 1.195380 -0.038 -0.007 0.007
C 1.322879 -1.967788 0.832975 0.145 0.098 -0.018
O 2.295794 -1.325518 0.450384 -0.049 -0.043 0.004
N 0.102071 -1.392871 0.996695 0.095 -0.216 0.009
H -0.634913 -4.290988 0.641442 0.004 -0.026 0.021
H -0.411790 -4.186075 2.384013 0.002 0.012 0.009
H 1.739779 -4.013421 0.388791 0.001 0.004 -0.005
H 1.915776 -3.577121 2.082702 -0.007 -0.006 0.002
```
Positions in Å, forces in eV/Å.

Values from the calculation:
Kohn-Sham gap = 6.26 eV
HOMO = -0.297 Eh
calculated total energy = -170184.6569 eV
energy relative to the best compared isomer or geometry (same formula, charge and spin) = 5.5 kcal per mole
charge = 0
E_LUMO = -1.819 eV